(1)
Density functional theory data (ωB97M-V with the def2-TZVPD basis set) for a molecular structure, C53H44ClN8SSeTa.

Summary:
- Highest occupied orbital energy: -11.867 eV
- Relative energy (zero: lowest compared OMol25 entry of this formula, charge and spin): 0.4956 eV
- Charge: +2

Each line ends with the Löwdin charge.
Positions of all 109 atoms, in Å:
Ta  0.658  -0.395  0.150  1.47
C  7.119  1.869  4.068  -0.06
C  5.832  2.201  4.472  -0.06
C  4.743  1.826  3.700  -0.03
C  4.931  1.100  2.526  -0.21
C  6.223  0.763  2.129  -0.03
C  7.313  1.153  2.894  -0.06
C  3.758  0.667  1.710  -0.06
C  2.937  1.638  1.174  -0.20
C  3.208  3.033  1.263  0.04
C  2.184  3.688  0.680  0.02
C  1.275  2.705  0.179  -0.26
C  0.223  2.989  -0.689  -0.10
C  -0.516  4.282  -0.575  -0.15
C  -1.413  4.750  -1.547  -0.03
C  -2.122  5.928  -1.372  -0.06
C  -1.985  6.666  -0.205  -0.06
C  -1.151  6.191  0.796  -0.07
C  -0.444  5.012  0.621  -0.05
C  0.018  2.073  -1.734  -0.25
N  0.208  0.704  -1.630  -0.04
C  0.043  0.208  -2.935  -0.21
C  0.030  -1.119  -3.328  -0.07
C  -0.410  -1.444  -4.716  -0.20
C  -1.666  -1.039  -5.167  -0.04
C  -2.078  -1.338  -6.457  -0.06
C  -1.235  -2.035  -7.312  -0.06
C  0.016  -2.444  -6.869  -0.05
C  0.424  -2.156  -5.575  -0.03
C  0.395  -2.156  -2.491  -0.27
C  0.264  -3.542  -2.781  0.03
C  0.709  -4.235  -1.703  0.04
C  1.161  -3.287  -0.750  -0.27
N  0.938  -1.999  -1.216  -0.12
C  1.876  -3.590  0.395  -0.07
C  2.627  -2.625  1.026  -0.24
C  3.675  -2.890  1.957  0.05
C  4.252  -1.706  2.254  0.04
C  3.533  -0.687  1.553  -0.23
N  2.539  -1.259  0.782  -0.08
C  1.888  -4.997  0.892  -0.22
C  0.829  -5.427  1.687  -0.02
C  0.812  -6.724  2.180  -0.06
C  1.846  -7.599  1.872  -0.06
C  2.899  -7.174  1.074  -0.06
C  2.924  -5.873  0.586  -0.03
C  -0.150  1.289  -3.828  0.02
C  -0.185  2.429  -3.095  0.00
N  1.751  1.435  0.471  -0.04
H  7.969  2.169  4.667  0.11
H  5.676  2.750  5.392  0.11
H  3.736  2.071  4.021  0.13
H  6.375  0.210  1.208  0.13
H  8.315  0.897  2.573  0.11
H  4.100  3.461  1.690  0.13
H  2.104  4.748  0.509  0.13
H  -1.571  4.201  -2.459  0.09
H  -2.784  6.273  -2.157  0.12
H  -2.532  7.590  -0.072  0.12
H  -1.055  6.739  1.727  0.12
H  0.146  4.639  1.445  0.11
H  -2.328  -0.509  -4.491  0.11
H  -3.060  -1.030  -6.796  0.11
H  -1.553  -2.262  -8.322  0.11
H  0.677  -2.986  -7.534  0.11
H  1.409  -2.459  -5.236  0.13
H  -0.136  -3.941  -3.700  0.13
H  0.768  -5.305  -1.575  0.14
H  3.947  -3.873  2.307  0.13
H  5.083  -1.528  2.917  0.13
H  0.024  -4.738  1.921  0.12
H  -0.007  -7.051  2.808  0.11
H  1.830  -8.612  2.252  0.11
H  3.705  -7.854  0.829  0.11
H  3.746  -5.541  -0.039  0.13
H  -0.204  1.199  -4.901  0.13
H  -0.210  3.432  -3.482  0.12
S  -1.597  -1.761  -0.191  0.71
C  -2.834  -1.783  1.034  -0.75
N  -2.603  -1.613  2.316  0.01
C  -3.659  -1.543  3.334  -0.13
C  -4.949  -1.102  2.670  -0.15
C  -5.238  -2.039  1.511  -0.14
N  -4.072  -2.035  0.616  0.04
H  -1.656  -1.387  2.582  -0.02
H  -3.340  -0.838  4.099  0.13
H  -3.782  -2.521  3.802  0.13
H  -4.824  -0.085  2.288  0.12
H  -5.773  -1.109  3.380  0.13
H  -6.105  -1.714  0.942  0.13
H  -5.429  -3.051  1.871  0.13
H  -4.192  -2.233  -0.364  0.13
C  -3.270  1.286  -1.600  -0.01
N  -3.583  2.331  -0.630  -0.10
C  -4.592  3.275  -0.767  -0.02
C  -4.595  4.006  0.361  -0.02
N  -3.590  3.504  1.178  -0.10
C  -3.291  3.986  2.527  -0.01
C  -2.978  2.481  0.559  -0.64
Se  -1.641  1.432  1.316  0.74
H  -4.197  0.877  -1.995  0.10
H  -2.701  0.501  -1.101  0.01
H  -2.677  1.690  -2.422  0.09
H  -5.207  3.336  -1.648  0.14
H  -5.222  4.828  0.661  0.14
H  -4.172  4.487  2.917  0.10
H  -2.455  4.680  2.505  0.08
H  -3.031  3.145  3.161  0.07
Cl  0.379  -0.583  2.470  0.18

(2)
Density functional theory data (ωB97M-V with the def2-TZVPD basis set) for a molecular structure, C53H44O20 at a distorted geometry.

Summary:
- Highest occupied orbital energy: -9.268 eV

Each line ends with the Löwdin charge.
Positions of all 117 atoms, in Å:
C  6.185  3.215  -3.030  -0.05
C  5.128  3.544  -4.070  -0.27
O  5.316  4.872  -4.541  -0.13
C  4.175  5.378  -5.215  -0.19
C  3.510  6.490  -4.440  -0.18
O  3.118  6.065  -3.147  -0.12
C  1.803  6.368  -2.747  -0.19
C  0.972  5.114  -2.677  -0.17
O  0.882  4.526  -3.974  -0.12
C  0.079  3.376  -3.963  -0.15
C  0.732  2.287  -3.165  -0.08
C  2.019  1.940  -3.159  0.09
C  2.205  0.849  -2.182  -0.46
O  3.190  0.279  -1.822  0.15
O  0.946  0.549  -1.652  0.08
C  0.034  1.423  -2.187  -0.36
O  -1.121  1.446  -1.847  0.15
H  6.601  4.134  -2.628  0.08
H  5.732  2.661  -2.210  0.06
H  6.986  2.600  -3.434  0.07
H  5.188  2.847  -4.914  0.13
H  4.142  3.449  -3.613  0.07
H  4.483  5.772  -6.185  0.13
H  3.462  4.570  -5.395  0.12
H  4.212  7.320  -4.336  0.13
H  2.649  6.820  -5.026  0.13
H  1.843  6.776  -1.734  0.13
H  1.339  7.113  -3.396  0.13
H  -0.031  5.335  -2.301  0.14
H  1.485  4.421  -2.009  0.11
H  -0.022  3.035  -4.994  0.14
H  -0.926  3.578  -3.585  0.13
H  2.835  2.362  -3.719  0.13
C  3.490  2.245  2.000  0.05
C  3.394  2.765  0.780  0.06
C  2.889  1.958  -0.360  -0.21
O  2.806  2.438  -1.472  0.11
C  2.496  0.553  -0.093  -0.06
C  2.586  0.037  1.129  0.06
C  3.093  0.840  2.268  -0.37
O  3.191  0.360  3.378  0.10
H  3.859  2.809  2.847  0.13
H  3.678  3.785  0.554  0.13
H  2.142  -0.018  -0.941  0.06
H  2.311  -0.986  1.346  0.11
C  5.000  -4.845  1.606  0.02
C  5.356  -5.544  2.680  0.03
C  5.225  -4.974  4.045  -0.38
O  5.559  -5.609  5.023  0.09
C  4.680  -3.600  4.168  0.03
C  4.322  -2.900  3.095  0.04
C  4.454  -3.470  1.729  -0.37
O  4.130  -2.838  0.745  0.10
H  5.088  -5.237  0.601  0.12
H  5.759  -6.546  2.617  0.12
H  4.592  -3.207  5.173  0.12
H  3.922  -1.895  3.168  0.10
C  8.635  -3.885  6.364  0.02
C  8.725  -4.954  5.578  0.02
C  9.942  -5.212  4.767  -0.38
O  10.022  -6.179  4.040  0.11
C  11.057  -4.236  4.872  0.02
C  10.967  -3.168  5.660  0.02
C  9.748  -2.908  6.469  -0.39
O  9.667  -1.933  7.185  0.10
H  7.757  -3.676  6.961  0.12
H  7.923  -5.676  5.488  0.10
H  11.933  -4.445  4.273  0.12
H  11.765  -2.443  5.753  0.12
C  -0.362  -1.934  0.111  0.02
C  -0.726  -2.281  -1.120  0.02
C  -1.379  -3.586  -1.392  -0.38
O  -1.718  -3.897  -2.514  0.11
C  -1.613  -4.489  -0.237  0.02
C  -1.249  -4.143  0.995  0.02
C  -0.594  -2.839  1.266  -0.38
O  -0.269  -2.518  2.388  0.11
H  0.116  -0.987  0.328  0.11
H  -0.567  -1.635  -1.974  0.12
H  -2.099  -5.431  -0.458  0.12
H  -1.416  -4.781  1.852  0.12
C  -5.891  0.669  1.760  0.03
C  -5.884  -0.660  1.809  0.02
C  -4.819  -1.447  1.138  -0.39
O  -4.814  -2.660  1.173  0.09
C  -3.767  -0.697  0.412  0.03
C  -3.770  0.632  0.361  0.04
C  -4.834  1.421  1.036  -0.38
O  -4.840  2.632  0.995  0.11
H  -6.658  1.265  2.238  0.12
H  -6.646  -1.228  2.328  0.12
H  -3.006  -1.291  -0.073  0.10
H  -3.010  1.195  -0.168  0.10
C  -7.320  -4.237  -1.702  0.03
C  -7.420  -2.960  -1.347  0.02
C  -8.717  -2.372  -0.941  -0.37
O  -8.795  -1.206  -0.609  0.09
C  -9.908  -3.256  -0.945  0.02
C  -9.812  -4.533  -1.304  0.03
C  -8.510  -5.126  -1.710  -0.38
O  -8.425  -6.289  -2.034  0.11
H  -6.381  -4.689  -1.995  0.13
H  -6.569  -2.292  -1.329  0.12
H  -10.843  -2.804  -0.639  0.12
H  -10.664  -5.200  -1.315  0.12
C  -10.449  1.600  -0.041  0.02
C  -9.941  2.522  -0.856  0.02
C  -10.132  3.970  -0.597  -0.39
O  -9.676  4.811  -1.341  0.10
C  -10.908  4.354  0.610  0.02
C  -11.415  3.435  1.426  0.02
C  -11.225  1.985  1.164  -0.38
O  -11.686  1.148  1.910  0.10
H  -10.313  0.539  -0.210  0.09
H  -9.369  2.264  -1.738  0.12
H  -11.033  5.416  0.779  0.12
H  -11.984  3.690  2.311  0.12

(3)
Density functional theory data (ωB97M-V with the def2-TZVPD basis set) for 4 unconnected molecules or ions with the total composition C53H46N3O9 at a distorted geometry.

Summary:
- Highest occupied orbital energy: -11.144 eV
- Charge: +1

Each line ends with the Löwdin charge.
Positions of all 111 atoms, in Å:
C  12.923  1.779  -2.384  0.03
C  11.727  1.567  -1.510  -0.53
O  11.700  1.722  -0.322  0.12
O  10.621  1.169  -2.200  -0.02
C  9.793  0.196  -1.558  -0.18
C  8.398  0.753  -1.316  -0.17
C  7.585  0.885  -2.603  -0.19
C  6.249  1.609  -2.395  -0.15
C  5.214  0.754  -1.678  -0.28
C  4.175  1.472  -0.767  -0.07
N  2.909  0.733  -1.058  0.13
C  3.280  -0.337  -1.802  -0.33
N  2.712  -1.511  -1.740  0.15
C  3.092  -2.685  -2.533  -0.13
C  1.841  -3.435  -2.964  -0.25
O  2.131  -4.449  -3.903  -0.04
N  4.373  -0.054  -2.617  0.11
H  13.597  0.935  -2.227  0.10
H  12.640  1.826  -3.434  0.09
H  13.427  2.696  -2.081  0.09
H  9.761  -0.684  -2.209  0.13
H  10.237  -0.096  -0.604  0.13
H  7.897  0.111  -0.583  0.11
H  8.521  1.747  -0.871  0.13
H  8.172  1.458  -3.325  0.12
H  7.374  -0.105  -3.023  0.12
H  6.411  2.520  -1.811  0.13
H  5.843  1.883  -3.375  0.12
H  5.699  0.013  -1.035  0.14
H  4.085  2.549  -0.906  0.13
H  4.473  1.319  0.272  0.13
H  2.426  0.486  -0.199  0.15
H  1.953  -1.621  -1.074  0.17
H  3.671  -2.380  -3.404  0.13
H  3.737  -3.325  -1.920  0.14
H  1.354  -3.882  -2.087  0.13
H  1.155  -2.745  -3.460  0.13
H  2.982  -4.861  -3.709  0.09
H  4.097  0.470  -3.443  0.16
C  -3.956  -0.697  -1.128  -0.04
C  -5.170  -1.333  -0.898  -0.04
C  -5.232  -2.444  -0.074  0.01
C  -4.075  -2.932  0.520  -0.08
C  -2.850  -2.308  0.275  -0.10
C  -2.799  -1.184  -0.543  -0.01
C  -1.594  -2.831  0.871  -0.30
O  -0.521  -2.285  0.664  0.04
C  -1.677  -4.036  1.738  -0.09
C  -0.513  -4.557  2.291  -0.01
C  -0.574  -5.663  3.120  -0.05
C  -1.800  -6.255  3.403  -0.04
C  -2.963  -5.744  2.852  0.01
C  -2.907  -4.637  2.016  -0.08
C  -4.173  -4.113  1.426  -0.27
O  -5.240  -4.624  1.678  0.12
H  -3.924  0.179  -1.764  0.09
H  -6.070  -0.953  -1.362  0.11
H  -6.171  -2.942  0.122  0.12
H  -1.847  -0.700  -0.715  0.11
H  0.433  -4.082  2.072  0.11
H  0.332  -6.065  3.553  0.11
H  -1.846  -7.115  4.056  0.11
H  -3.924  -6.193  3.063  0.12
C  -8.983  3.231  -6.275  -0.05
C  -8.776  2.153  -5.422  -0.05
C  -7.627  2.085  -4.653  0.00
C  -6.674  3.092  -4.739  -0.08
C  -6.875  4.167  -5.608  -0.08
C  -8.035  4.235  -6.369  0.00
C  -5.857  5.247  -5.748  -0.28
O  -6.030  6.185  -6.494  0.12
C  -4.608  5.130  -4.937  -0.08
C  -3.625  6.101  -5.078  0.00
C  -2.466  6.024  -4.325  -0.06
C  -2.287  4.979  -3.425  -0.06
C  -3.262  4.007  -3.285  -0.01
C  -4.424  4.074  -4.044  -0.08
C  -5.453  3.005  -3.892  -0.27
O  -5.296  2.094  -3.104  0.09
H  -9.885  3.285  -6.870  0.11
H  -9.516  1.366  -5.356  0.11
H  -7.457  1.255  -3.981  0.12
H  -8.180  5.078  -7.030  0.12
H  -3.783  6.910  -5.777  0.12
H  -1.701  6.781  -4.436  0.11
H  -1.384  4.927  -2.830  0.10
H  -3.138  3.189  -2.588  0.11
C  -1.144  -1.854  10.400  -0.05
C  -1.905  -0.727  10.691  -0.05
C  -2.402  0.061  9.666  0.00
C  -2.133  -0.271  8.344  -0.08
C  -1.357  -1.396  8.053  -0.08
C  -0.870  -2.188  9.085  0.00
C  -1.025  -1.758  6.647  -0.28
O  -0.357  -2.736  6.385  0.10
C  -1.539  -0.869  5.563  -0.08
C  -1.208  -1.158  4.246  0.00
C  -1.684  -0.357  3.223  -0.06
C  -2.496  0.736  3.506  -0.05
C  -2.824  1.032  4.818  0.00
C  -2.342  0.234  5.851  -0.08
C  -2.693  0.585  7.259  -0.28
O  -3.404  1.534  7.507  0.11
H  -0.764  -2.471  11.203  0.11
H  -2.111  -0.465  11.720  0.11
H  -2.999  0.937  9.877  0.12
H  -0.278  -3.060  8.844  0.12
H  -0.580  -2.014  4.037  0.11
H  -1.415  -0.583  2.201  0.08
H  -2.876  1.353  2.702  0.11
H  -3.453  1.877  5.060  0.12

(4)
Density functional theory data (ωB97M-V with the def2-TZVPD basis set) for a molecular structure, C53H48FN7O3ReS3Se at a distorted geometry.

Summary:
- Highest occupied orbital energy (alpha / beta): -7.590 / -10.441 eV
- Relative energy (zero: lowest compared OMol25 entry of this formula, charge and spin): 0.0000 eV
- Expectation value of S²: 3.7837
- Charge: +2
- Spin multiplicity: 4

Each line ends with the Löwdin spin population.
Positions of all 117 atoms, in Å:
Re  0.328  0.130  0.266  1.38
N  0.337  -1.046  -1.097  0.08
S  0.823  -1.762  -2.367  0.21
N  2.193  -1.179  -3.096  0.18
S  2.638  0.333  -3.447  0.22
N  2.873  1.464  -2.308  0.07
S  3.140  1.411  -0.787  0.09
N  2.023  0.785  0.040  0.13
C  3.379  3.034  -0.230  0.02
C  3.724  3.236  1.120  0.01
C  3.907  4.570  1.515  0.00
C  3.689  5.629  0.645  0.00
C  3.238  5.403  -0.646  0.00
C  3.153  4.101  -1.128  0.01
C  4.603  0.482  -0.490  0.01
C  5.857  0.955  -1.070  0.00
C  6.922  0.109  -1.030  0.00
C  6.808  -1.192  -0.366  0.00
C  5.652  -1.545  0.275  0.00
C  4.493  -0.710  0.155  0.00
C  1.716  1.369  -4.556  0.02
C  1.281  2.658  -4.207  0.04
C  0.585  3.467  -5.155  -0.01
C  0.454  2.962  -6.491  0.05
C  1.010  1.755  -6.845  0.00
C  1.508  0.929  -5.860  0.03
C  4.171  0.306  -4.257  0.03
C  4.997  -0.802  -4.069  0.00
C  6.349  -0.725  -4.418  0.00
C  6.764  0.378  -5.083  0.00
C  5.960  1.422  -5.446  0.00
C  4.682  1.448  -4.858  0.01
C  1.100  -3.410  -2.052  0.04
C  0.059  -4.365  -2.059  0.04
C  0.354  -5.743  -1.922  0.00
C  1.680  -6.165  -1.982  0.04
C  2.696  -5.194  -2.034  0.00
C  2.422  -3.837  -1.949  0.03
C  -0.435  -1.661  -3.611  0.01
C  -0.201  -2.367  -4.831  0.01
C  -1.183  -2.380  -5.807  0.00
C  -2.472  -1.920  -5.496  0.01
C  -2.770  -1.312  -4.274  0.00
C  -1.697  -1.057  -3.367  0.01
H  3.646  2.411  1.836  0.00
H  4.106  4.777  2.536  0.00
H  3.737  6.646  1.023  0.00
H  2.975  6.255  -1.311  0.00
H  2.743  3.875  -2.098  0.00
H  5.848  2.002  -1.363  0.00
H  7.873  0.410  -1.447  0.00
H  7.659  -1.813  -0.338  0.00
H  5.513  -2.474  0.865  0.00
H  3.621  -0.953  0.705  0.00
H  1.331  3.029  -3.215  0.01
H  0.188  4.421  -4.817  0.00
H  -0.140  3.474  -7.238  0.00
H  1.058  1.461  -7.896  0.00
H  1.905  -0.036  -6.160  0.00
H  4.521  -1.705  -3.601  0.00
H  6.963  -1.517  -4.087  0.00
H  7.837  0.507  -5.163  0.00
H  6.289  2.184  -6.051  0.00
H  3.968  2.304  -4.808  0.00
H  -1.006  -4.085  -2.225  0.00
H  -0.437  -6.447  -1.724  0.00
H  1.882  -7.198  -1.837  0.00
H  3.699  -5.510  -2.261  0.00
H  3.194  -3.102  -1.719  0.00
H  0.802  -2.791  -4.943  0.00
H  -0.980  -2.731  -6.802  0.00
H  -3.346  -2.098  -6.158  0.00
H  -3.824  -0.992  -4.126  0.00
H  -1.912  -0.443  -2.429  0.00
F  -6.469  0.558  1.733  0.00
C  -5.399  0.250  2.577  0.00
C  -4.302  -0.385  2.004  0.00
C  -3.226  -0.827  2.813  0.00
C  -1.856  -0.952  2.295  0.01
O  -1.590  -0.545  1.093  0.02
C  -0.887  -1.440  3.200  0.00
C  -1.378  -2.133  4.304  0.01
N  -2.550  -1.922  4.908  0.01
C  -2.787  -2.278  6.266  0.00
C  -2.362  -1.265  7.291  0.00
C  -1.551  -2.470  7.146  0.00
C  -3.495  -1.122  4.191  0.00
C  -4.688  -0.670  4.681  0.00
C  -5.596  0.168  3.999  0.00
N  -6.669  0.690  4.702  0.00
C  -6.349  1.214  6.038  0.00
C  -6.918  2.556  6.447  0.00
N  -8.380  2.615  6.119  0.00
C  -8.847  1.859  4.822  0.00
C  -7.613  1.544  3.979  0.00
C  0.556  -1.212  2.956  0.01
O  1.449  -1.779  3.554  0.00
O  0.866  -0.271  2.064  0.04
H  -4.223  -0.431  0.938  0.00
H  -0.750  -2.856  4.771  0.00
H  -3.748  -2.820  6.519  0.00
H  -2.887  -1.333  8.257  0.00
H  -1.942  -0.293  6.967  0.00
H  -1.663  -3.305  7.891  0.00
H  -0.542  -2.353  6.779  0.00
H  -4.998  -0.981  5.649  0.00
H  -5.226  1.153  6.236  0.00
H  -6.812  0.498  6.734  0.00
H  -6.417  3.437  5.988  0.00
H  -6.774  2.665  7.536  0.00
H  -8.661  3.560  6.061  0.00
H  -9.013  2.209  6.849  0.00
H  -9.549  2.482  4.271  0.00
H  -9.392  0.996  5.137  0.00
H  -7.072  2.430  3.573  0.00
H  -8.050  1.063  3.068  0.00
Se  -0.763  1.867  -0.878  0.08